1.
C5H11NO | ωB97M-V with the def2-TZVPD basis set

CARTESIAN COORDINATES (ANGSTROEM)
N 1.4228 1.3180 1.6739
C -0.0276 1.3574 1.3771
C -0.2665 0.7782 -0.0063
C -0.8909 -0.6288 0.0129
C -0.1598 -1.6615 -0.8129
C 0.0184 -1.3791 -2.2783
O -0.3857 -0.4017 -2.8471
H 1.9206 1.7708 0.9171
H 1.7479 1.7245 2.5430
H -0.3840 2.3668 1.5589
H -0.5249 0.7587 2.1355
H 0.6499 0.7699 -0.5930
H -0.9740 1.4420 -0.5004
H -1.9545 -0.6052 -0.2070
H -0.9050 -0.9599 1.0556
H 0.8436 -1.8969 -0.4326
H -0.7351 -2.6020 -0.7787
H 0.6048 -2.1512 -2.8178

Gap between HOMO and LUMO ... 10.2 eV
2S+1 ... 1
Total charge ... 0
LUMO level ... 0.040 Ha
SMILES ... NCCCCC=O
Relative energy (zero: lowest compared OMol25 entry of this formula, charge and spin) ... 33.3 kcal/mol

2.
C5H11NO | ωB97M-V with the def2-TZVPD basis set

CARTESIAN COORDINATES (ANGSTROEM)
C -0.5361 1.0260 -2.7443
C 1.7167 0.1791 -0.0021
N 0.5480 -0.3875 0.0558
C -0.3376 -1.3571 -0.1174
C -0.7230 -0.2321 0.7563
C -0.6295 -0.2492 2.2761
O 0.1918 -1.2813 2.7644
H 0.4306 1.0433 -3.2546
H -0.5791 1.8591 -2.0359
H -1.3376 1.1398 -3.4777
H 2.5322 -0.3407 -0.4909
H 1.8094 1.2034 0.3379
H -0.6585 0.0770 -2.2138
H -0.1877 -2.4179 0.0221
H -1.3885 0.5388 0.3541
H -0.3094 0.7404 2.6430
H -1.6322 -0.4296 2.6771
H 1.0905 -1.1116 2.4496

Gap between HOMO and LUMO ... 8.3 eV
2S+1 ... 1
Total charge ... 0
LUMO level ... 0.029 Ha
Relative energy (zero: lowest compared OMol25 entry of this formula, charge and spin) ... 111.4 kcal/mol

3.
C5H11NO | ωB97M-V with the def2-TZVPD basis set

CARTESIAN COORDINATES (ANGSTROEM)
C -1.1458 1.0554 0.4286
N -1.3775 1.6601 -0.9203
C 0.9658 0.1730 -1.5696
C 1.3737 -0.9423 -0.8656
C 2.0211 -0.8543 0.6079
O 1.1903 -1.1088 1.6058
C -1.7208 -0.3558 0.6543
H -1.4460 1.7174 1.2424
H -0.0751 0.9190 0.5351
H -2.2811 1.8769 -0.8931
H 1.3974 1.0948 -1.1572
H 0.0554 0.3301 -2.1750
H 2.4664 0.1139 0.7482
H 1.1662 -1.9636 -1.1431
H 2.7995 -1.5510 0.5709
H -1.3064 -0.5736 1.6541
H -1.3012 -1.1486 0.0503
H -2.7817 -0.4424 0.6264

Gap between HOMO and LUMO ... 3.5 eV
2S+1 ... 1
Total charge ... 0
LUMO level ... -0.157 Ha
Relative energy (zero: lowest compared OMol25 entry of this formula, charge and spin) ... 234.5 kcal/mol

4.
C5H11NO | ωB97M-V with the def2-TZVPD basis set

CARTESIAN COORDINATES (ANGSTROEM)
C -2.2151 0.0756 -0.7220
C -2.1793 1.1550 0.1886
C -0.4185 0.1586 1.5383
N 0.5680 -0.6782 1.1912
C 1.5997 0.1086 -0.2398
O 1.5118 1.2801 -0.2624
C 2.8984 -0.6310 -0.4158
H -3.1159 -0.1602 -1.3019
H -1.3954 0.1224 -1.4013
H -1.1494 -1.8196 -0.6269
H -1.6008 2.0291 -0.1569
H -3.1489 1.4727 0.5960
H -0.0475 1.1656 1.6123
H -1.1030 -0.1645 2.3205
H 0.4645 -1.6745 1.4815
H 3.1577 -0.7138 -1.4673
H 2.7743 -1.6001 0.0545
H 3.6959 -0.0287 0.0571

Gap between HOMO and LUMO (alpha / beta) ... 7.7 / 5.7 eV
2S+1 ... 1
Total charge ... 0
LUMO level (alpha / beta) ... -0.006 / -0.025 Ha
Relative energy (zero: lowest compared OMol25 entry of this formula, charge and spin) ... 211.6 kcal/mol

5.
C5H11NO | ωB97M-V with the def2-TZVPD basis set

CARTESIAN COORDINATES (ANGSTROEM)
C 0.4399 -0.8903 1.7239
N 0.1818 -0.1284 0.5379
C -0.9917 0.0424 0.0946
C -2.2717 -0.3165 0.7863
O -1.1865 0.5718 -1.1265
H 1.1643 -0.3746 2.3654
H -0.4536 -1.1156 2.3168
H 0.8979 -1.8416 1.4217
H -3.1138 0.1336 0.2629
H -2.2501 0.0280 1.8236
H -2.3855 -1.4048 0.7899
H -0.3042 0.5799 -1.5636
C 1.5091 0.7790 -2.1820
C 1.8591 0.8903 -0.9007
H 1.7414 -0.1077 -2.7628
H 0.9935 1.5929 -2.6846
H 1.5866 1.7584 -0.3061
H 2.4375 0.1366 -0.3785

Gap between HOMO and LUMO ... 9.5 eV
2S+1 ... 1
Total charge ... 0
LUMO level ... 0.036 Ha
SMILES ... C/N=C(\C)O.C=C
Relative energy (zero: lowest compared OMol25 entry of this formula, charge and spin) ... 52.3 kcal/mol

6.
C5H11NO | ωB97M-V with the def2-TZVPD basis set

CARTESIAN COORDINATES (ANGSTROEM)
C 1.5723 -0.1550 1.2589
C 1.5659 0.2112 -0.0631
C -0.5393 0.0188 -0.8512
C -0.4721 -1.3625 -1.4320
N -1.3725 0.2188 0.1438
C -1.6962 1.5535 0.4190
O -1.6919 2.4492 -0.3968
H 1.7007 0.5867 2.0388
H 0.0356 -0.2833 1.8066
H 1.7850 -1.1800 1.5484
H 1.7110 1.2567 -0.3214
H 1.8591 -0.5084 -0.8189
H -0.2745 0.8790 -1.4638
H 0.3153 -1.4608 -2.1836
H -0.3261 -2.1125 -0.6454
H -1.4394 -1.5679 -1.9051
H -0.7128 -0.2563 1.4017
H -2.0201 1.7127 1.4639

Gap between HOMO and LUMO ... 9.5 eV
2S+1 ... 1
Total charge ... 0
LUMO level ... 0.013 Ha
Relative energy (zero: lowest compared OMol25 entry of this formula, charge and spin) ... 108.3 kcal/mol

7.
C5H11NO | ωB97M-V with the def2-TZVPD basis set

CARTESIAN COORDINATES (ANGSTROEM)
C 0.5224 2.5042 -0.3609
C -0.3997 1.3770 -0.0501
C -1.1860 0.4196 -0.8585
N -0.0980 0.0883 0.0527
C 0.6775 -0.9059 0.3681
C 0.2438 -2.3350 0.1882
O -0.5908 -2.5428 -0.9342
H 1.2167 2.6717 0.4695
H -0.0394 3.4300 -0.5129
H 1.1198 2.3143 -1.2698
H -0.7315 0.8936 2.4562
H -0.9498 0.2059 -1.9111
H -2.1922 0.1278 -0.5600
H 1.5918 -0.6720 0.9051
H -0.5153 0.3895 2.9642
H 1.1449 -2.9668 0.1471
H -0.3473 -2.6845 1.0440
H -0.1142 -2.2130 -1.7072

Gap between HOMO and LUMO ... 7.9 eV
2S+1 ... 1
Total charge ... 0
LUMO level ... 0.032 Ha
Relative energy (zero: lowest compared OMol25 entry of this formula, charge and spin) ... 126.3 kcal/mol

8.
C5H11NO | ωB97M-V with the def2-TZVPD basis set

CARTESIAN COORDINATES (ANGSTROEM)
C 1.3824 -1.1349 -0.3532
C -1.2679 -0.4363 0.9950
C 0.8501 -1.9099 -1.5268
N -0.7705 2.5687 0.2023
C -0.1564 0.1532 0.2653
C 0.4975 1.0448 -0.2885
O -0.9976 2.7820 1.6111
H -0.3637 3.4730 1.8383
H -1.7011 2.2820 -0.1083
H 1.3001 1.5786 -0.7448
H 1.4143 -1.6795 0.5871
H 2.3354 -0.6412 -0.5252
H -2.0426 -0.7973 0.3164
H -0.9247 -1.2739 1.6038
H -1.6838 0.3438 1.6422
H 0.7704 -1.2778 -2.4136
H 1.4992 -2.7567 -1.7824
H -0.1409 -2.3188 -1.3187

Gap between HOMO and LUMO (alpha / beta) ... 7.6 / 7.6 eV
2S+1 ... 1
Total charge ... 0
LUMO level (alpha / beta) ... 0.035 / 0.035 Ha
Relative energy (zero: lowest compared OMol25 entry of this formula, charge and spin) ... 185.8 kcal/mol

9.
C5H11NO | ωB97M-V with the def2-TZVPD basis set

CARTESIAN COORDINATES (ANGSTROEM)
C 2.1962 -0.2690 -1.5525
C 1.3019 -0.5639 -0.3626
C 0.9151 0.3478 0.7609
N 0.0475 0.1700 -0.3658
C -1.1683 -0.5033 -0.0020
C -2.3073 0.4904 0.2342
O -1.9887 1.3479 1.3102
H 1.9005 -0.9037 -2.4001
H 3.2526 -0.4703 -1.3542
H 2.0910 0.7694 -1.8786
H 1.2908 -1.6189 -0.0681
H 1.3177 1.3413 0.9480
H 0.4810 -0.2155 1.6200
H -1.4411 -1.2009 -0.8173
H -0.9443 -0.9997 1.0561
H -2.5367 1.1529 -0.6126
H -3.2170 -0.1013 0.4254
H -1.6472 0.7783 2.0131

Gap between HOMO and LUMO ... 10.3 eV
2S+1 ... 1
Total charge ... 0
LUMO level ... 0.039 Ha
SMILES ... C[C@H]1CN1CCO
Relative energy (zero: lowest compared OMol25 entry of this formula, charge and spin) ... 60.2 kcal/mol

10.
C5H11NO | ωB97M-V with the def2-TZVPD basis set

CARTESIAN COORDINATES (ANGSTROEM)
C 2.3443 -0.3287 -0.0981
N 1.2329 -0.1093 -1.0255
C 0.2366 0.8291 -0.4542
O 0.6272 1.7525 0.3795
C -0.9232 0.0812 0.1140
C -1.0564 -1.3843 0.0491
C -1.9363 0.8851 0.8116
H 2.7657 0.6050 0.2872
H 3.1179 -0.9131 -0.6063
H 1.9980 -0.9121 0.7644
H 1.6116 0.3231 -1.8624
H -0.3288 1.1863 -1.4006
H -1.8094 -1.7926 0.7288
H -0.0771 -1.8582 0.1714
H -1.3429 -1.6219 -0.9866
H -2.9468 0.4710 0.7231
H -1.6548 0.8492 1.8759
H -1.8586 1.9378 0.5286

Gap between HOMO and LUMO (alpha / beta) ... 6.9 / 6.9 eV
2S+1 ... 1
Total charge ... 0
LUMO level (alpha / beta) ... -0.036 / -0.036 Ha
Relative energy (zero: lowest compared OMol25 entry of this formula, charge and spin) ... 98.0 kcal/mol

11.
C5H11NO | ωB97M-V with the def2-TZVPD basis set

CARTESIAN COORDINATES (ANGSTROEM)
C -0.7784 -0.6678 -1.4193
C -0.1875 -0.1284 -0.4312
C -0.4641 1.9034 0.8456
C 1.8792 1.2487 0.3364
C 0.4585 0.7602 0.6026
N -0.9501 -3.0564 -0.4851
O -0.1244 -2.4095 0.3616
H -0.9880 -1.8183 -1.4250
H -1.2703 -0.2377 -2.2735
H -0.5056 2.7270 0.0658
H -0.3993 2.4483 1.7714
H -1.4634 1.5877 0.9536
H 1.8905 1.8144 -0.5942
H 2.6112 0.4606 0.3588
H 2.1071 1.9369 1.1836
H 0.6484 0.2312 1.5783
H -1.9417 -3.0154 -0.4311
H -0.5220 -3.7849 -0.9982

Gap between HOMO and LUMO (alpha / beta) ... 8.0 / 8.3 eV
2S+1 ... 1
Total charge ... 0
LUMO level (alpha / beta) ... 0.021 / 0.023 Ha
Relative energy (zero: lowest compared OMol25 entry of this formula, charge and spin) ... 160.7 kcal/mol

12.
C5H11NO | ωB97M-V with the def2-TZVPD basis set

CARTESIAN COORDINATES (ANGSTROEM)
C -1.5511 -0.1276 -1.4991
C -1.1235 -0.0520 -0.0362
C 0.3456 0.4190 0.1574
C 0.6478 1.7083 0.9309
N 1.0937 -0.6523 0.8100
C 1.3359 -1.8157 0.1771
O 1.0289 -2.0286 -0.9841
H -1.4446 0.8356 -2.0104
H -0.9050 -0.8545 -2.0002
H -2.6010 -0.4388 -1.5721
H -1.8280 0.5543 0.5402
H -1.1790 -1.0676 0.3708
H 0.7658 0.5517 -0.8483
H 0.0384 2.5498 0.5883
H 0.4804 1.6023 2.0129
H 1.7080 1.9535 0.7651
H 1.3415 -0.5759 1.7827
H 1.8463 -2.5614 0.8150

Gap between HOMO and LUMO ... 10.6 eV
2S+1 ... 1
Total charge ... 0
LUMO level ... 0.034 Ha
SMILES ... CC[C@@H](C)NC=O
Relative energy (zero: lowest compared OMol25 entry of this formula, charge and spin) ... 10.1 kcal/mol

13.
C5H11NO | ωB97M-V with the def2-TZVPD basis set

CARTESIAN COORDINATES (ANGSTROEM)
C 0.4645 -1.3122 -1.2030
C 1.4026 -0.6090 -0.1592
N 0.6526 0.4426 0.5088
C 0.0708 0.1282 1.8041
C -0.1071 1.1670 -0.4399
C -1.6042 1.0836 -0.2908
O 0.4026 1.7799 -1.3551
H 1.0810 -1.9447 -1.8380
H -0.0595 -0.6474 -1.9142
H -0.2858 -1.9394 -0.7023
H 2.2384 -0.1679 -0.7133
H 1.7863 -1.3115 0.6071
H 0.8650 -0.0491 2.5404
H -0.5057 0.9852 2.1617
H -0.5929 -0.7498 1.7994
H -1.9715 1.0530 -1.3124
H -2.0839 1.9125 0.2279
H -1.8828 0.1652 0.2187

Gap between HOMO and LUMO ... 9.9 eV
2S+1 ... 1
Total charge ... 0
LUMO level ... 0.035 Ha
SMILES ... CCN(C)C(C)=O
Relative energy (zero: lowest compared OMol25 entry of this formula, charge and spin) ... 26.1 kcal/mol

14.
C5H11NO | ωB97M-V with the def2-TZVPD basis set

CARTESIAN COORDINATES (ANGSTROEM)
C 2.0106 1.2459 -0.6496
C 1.4329 0.1408 0.1846
C 0.1703 -0.3459 0.2589
C -0.1151 -1.6269 1.0007
C -0.9837 0.4313 -0.3003
N -2.0974 -0.3428 -0.7685
O -1.4842 1.3096 0.6738
H 2.8155 0.8552 -1.2814
H 2.4465 2.0065 0.0067
H 1.2840 1.7339 -1.3014
H 2.2031 -0.3725 0.7665
H -0.4086 -2.4195 0.3038
H 0.7625 -1.9804 1.5534
H -0.9186 -1.4862 1.7305
H -0.5296 1.0524 -1.1220
H -1.7596 -1.0998 -1.3566
H -2.5434 -0.7726 0.0390
H -2.2852 1.6711 0.2619

Gap between HOMO and LUMO ... 9.9 eV
2S+1 ... 1
Total charge ... 0
LUMO level ... 0.036 Ha
SMILES ... C/C=C(/C)[C@@H](N)O
Relative energy (zero: lowest compared OMol25 entry of this formula, charge and spin) ... 33.1 kcal/mol

15.
C5H11NO | ωB97M-V with the def2-TZVPD basis set

CARTESIAN COORDINATES (ANGSTROEM)
C 1.6892 0.3059 -1.4022
C 0.9857 -0.5031 -0.3510
C 1.4192 -0.5359 1.0674
N 0.2448 0.2309 0.6477
C -1.0629 -0.3661 0.9342
C -2.0844 0.1854 -0.2131
O -2.2673 1.4545 0.3707
H 0.9669 0.6676 -2.1432
H 2.4460 -0.2935 -1.9156
H 2.1729 1.1759 -0.9472
H 0.4593 -1.3925 -0.7015
H 2.2941 0.0369 1.3785
H 1.2512 -1.4484 1.6390
H -1.0372 -1.4530 1.0266
H -1.2939 0.0281 1.9555
H -1.7222 0.3468 -1.2733
H -3.1035 -0.2258 -0.4196
H -1.3581 1.7864 0.3470

Gap between HOMO and LUMO ... 10.5 eV
2S+1 ... 1
Total charge ... 0
LUMO level ... 0.042 Ha
SMILES ... C[C@H]1CN1CCO
Relative energy (zero: lowest compared OMol25 entry of this formula, charge and spin) ... 67.2 kcal/mol

16.
C5H11NO | ωB97M-V with the def2-TZVPD basis set

CARTESIAN COORDINATES (ANGSTROEM)
C -2.1883 0.0004 0.8345
C -0.9723 0.6973 0.2976
C 0.2287 0.7440 0.9430
N 0.5271 0.0150 2.0812
O 1.3079 1.2716 0.3580
H -2.8052 0.6651 1.4462
H -2.8131 -0.3557 0.0152
H -1.9173 -0.8642 1.4413
H -1.1584 1.4858 -0.4201
H -0.2052 -0.0657 2.7677
H 1.4401 0.2217 2.4561
H 1.2107 1.0446 -0.7050
C 0.9333 -0.2109 -2.0085
C 1.5534 -1.3737 -1.8253
H 1.1879 0.4206 -2.8520
H -0.0692 -0.0127 -1.4627
H 2.4590 -1.6456 -2.3506
H 1.2808 -2.0375 -1.0166

Gap between HOMO and LUMO ... 8.6 eV
2S+1 ... 1
Total charge ... 0
LUMO level ... 0.039 Ha
SMILES ... C/C=C(\N)O.C=C
Relative energy (zero: lowest compared OMol25 entry of this formula, charge and spin) ... 65.4 kcal/mol

17.
C5H11NO | ωB97M-V with the def2-TZVPD basis set

CARTESIAN COORDINATES (ANGSTROEM)
C -1.9765 0.0562 -0.8570
C -2.0255 1.0376 0.1623
C -0.4031 0.3338 1.5804
N 0.5450 -0.4690 1.0229
C 1.4509 0.1157 0.0873
O 1.3247 1.2666 -0.2615
C 2.6530 -0.7213 -0.2960
H -2.8337 -0.6000 -0.9926
H -1.3779 0.2508 -1.7329
H -0.6306 -1.3968 -0.5856
H -1.5214 1.9891 -0.0059
H -2.9488 1.1411 0.7518
H -0.1268 1.3706 1.6598
H -0.9757 -0.1494 2.3678
H 0.2364 -1.4194 0.7150
H 2.7757 -0.7555 -1.3817
H 2.6357 -1.7355 0.1086
H 3.5280 -0.1985 0.1086

Gap between HOMO and LUMO (alpha / beta) ... 8.0 / 8.0 eV
2S+1 ... 1
Total charge ... 0
LUMO level (alpha / beta) ... 0.004 / 0.004 Ha
Relative energy (zero: lowest compared OMol25 entry of this formula, charge and spin) ... 123.9 kcal/mol

18.
C5H11NO | ωB97M-V with the def2-TZVPD basis set

CARTESIAN COORDINATES (ANGSTROEM)
C -2.1478 0.5444 -0.5387
C -1.3699 -0.5914 0.1175
N 0.0478 -0.3042 0.3061
C 0.3972 0.5880 1.3942
C 0.8699 -0.5528 -0.7662
C 2.3671 -0.3781 -0.5822
O 0.4224 -0.9670 -1.8264
H -3.1898 0.2460 -0.6960
H -1.7081 0.7772 -1.5128
H -2.1476 1.4511 0.0771
H -1.4274 -1.4823 -0.5106
H -1.7927 -0.8392 1.0993
H -0.1332 0.2823 2.3026
H 1.4680 0.5582 1.6053
H 0.1209 1.6297 1.1758
H 2.8380 -0.8688 -1.4352
H 2.7232 -0.8414 0.3434
H 2.6681 0.6748 -0.5784

Gap between HOMO and LUMO ... 10.1 eV
2S+1 ... 1
Total charge ... 0
LUMO level ... 0.034 Ha
SMILES ... CCN(C)C(C)=O
Relative energy (zero: lowest compared OMol25 entry of this formula, charge and spin) ... 8.5 kcal/mol

19.
C5H11NO | ωB97M-V with the def2-TZVPD basis set

CARTESIAN COORDINATES (ANGSTROEM)
C 0.6470 -1.2164 1.9570
N 0.6707 0.1809 1.5339
C -0.3517 0.5097 0.7746
C -0.1935 1.0482 -0.5225
C 0.9993 1.9121 -0.7512
C -0.9228 0.4085 -1.5967
O -1.1685 -2.1041 -0.1905
H 1.6781 -1.5058 1.7571
H 0.4148 -1.3734 3.0278
H -0.1421 -1.8553 1.4422
H -1.3375 0.1179 1.0261
H -1.7397 0.9870 -2.0369
H 1.5811 1.6154 -1.6293
H 1.6420 1.7378 0.1175
H 0.7619 2.9679 -0.9088
H -0.2241 0.0386 -2.3548
H -1.3878 -0.4792 -1.1697
H -0.9271 -2.9897 -0.4757

Gap between HOMO and LUMO ... 5.3 eV
2S+1 ... 1
Total charge ... 0
LUMO level ... -0.086 Ha
Relative energy (zero: lowest compared OMol25 entry of this formula, charge and spin) ... 152.6 kcal/mol

20.
C5H11NO | ωB97M-V with the def2-TZVPD basis set

CARTESIAN COORDINATES (ANGSTROEM)
N 1.0881 2.0086 2.5570
C 0.7933 1.8352 1.1586
C 0.4036 0.6808 0.6417
C 0.2423 0.4492 -0.8367
C -1.0200 -0.3451 -1.1824
C -1.0866 -1.8121 -0.8565
O -0.3338 -2.5031 -1.8446
H 0.5588 1.4842 3.2405
H 2.0861 1.9475 2.6946
H 1.1695 2.6670 0.5699
H 0.2234 -0.1367 1.3338
H 0.3448 1.3083 -1.4876
H 1.0950 -0.2265 -1.0102
H -1.2248 -0.2276 -2.2625
H -1.8604 0.1929 -0.7200
H -0.5026 -1.8952 0.0953
H -2.0780 -2.1736 -0.6258
H 0.1012 -3.2537 -1.4651

Gap between HOMO and LUMO ... 9.4 eV
2S+1 ... 1
Total charge ... 0
LUMO level ... 0.035 Ha
SMILES ... N/C=C/CCCO
Relative energy (zero: lowest compared OMol25 entry of this formula, charge and spin) ... 47.7 kcal/mol